[1]
Here is a 4-piece molecular cluster, C12H32ClN5O3P overall from the Open Molecules 2025 dataset. Energies are from ωB97M-V/def2-TZVPD.

Last column: Löwdin spin population.
Atoms and positions in Å:
Cl: -8.11153 13.40128 20.53384  0.00
C: -11.51469 11.98036 20.95487  0.00
O: -11.59125 10.95394 20.20474  0.00
N: -12.61154 12.33884 21.60999  0.00
C: -13.95677 11.66374 21.49882  0.00
C: -12.37834 13.00379 22.90297  0.00
H: -10.59985 12.53346 21.21820  0.00
H: -14.17216 11.30134 20.49364  0.00
H: -14.69760 12.41621 21.76909  0.00
H: -14.20820 10.79292 22.10424  0.00
H: -12.06031 12.25280 23.62614  0.00
H: -11.52788 13.68173 22.83080  0.00
H: -13.27878 13.59406 23.07292  0.00
C: -9.40836 11.89928 17.68870  0.00
O: -10.14185 10.89167 17.94465  0.00
N: -9.69082 12.82774 16.80366  0.00
C: -8.73489 13.94019 16.55160  0.01
C: -10.74028 12.73132 15.80637  0.00
H: -8.38205 12.10417 18.03062  0.00
H: -9.31476 14.84684 16.37888  0.00
H: -8.03081 13.72255 15.74847  0.01
H: -8.06591 14.16271 17.38289  0.00
H: -11.01233 13.75577 15.55221  0.00
H: -10.25173 12.28713 14.93913  0.00
H: -11.51659 12.01675 16.07991  0.00
O: -1.87748 15.19510 18.14898  0.02
P: -3.05897 16.02718 18.58726  0.00
N: -3.48346 17.07898 17.35888  0.00
C: -4.00690 16.52649 16.06014  0.07
C: -2.65569 18.26286 17.06178  0.24
N: -2.83393 17.02480 19.98921  0.00
C: -3.76011 17.95770 20.53189  0.11
C: -1.50099 16.96230 20.62064  0.10
N: -4.50171 15.15659 18.87131  0.00
C: -5.78524 15.76403 18.78779  0.01
C: -4.34322 13.97898 19.70662  0.01
H: -4.94247 15.96767 16.08303  0.01
H: -3.22393 15.93453 15.58619  0.01
H: -4.10037 17.30489 15.30286  0.03
H: -3.26212 18.87852 16.39747  0.07
H: -1.73620 17.87084 16.62710  0.04
H: -2.36147 18.70487 18.01371  0.05
H: -3.62555 18.93201 20.06209  0.05
H: -4.80016 17.64224 20.61491  0.01
H: -3.40175 18.21216 21.52935  0.03
H: -0.96522 17.88922 20.41598  0.05
H: -1.70624 16.97739 21.69103  0.02
H: -0.83779 16.17297 20.26676  0.01
H: -6.43805 15.59582 19.64432  0.00
H: -5.81618 16.80285 18.45916  0.01
H: -6.30808 15.27177 17.96778  0.00
H: -4.09798 14.41599 20.67460  0.00
H: -3.54524 13.33370 19.33927  0.00
H: -5.27488 13.47104 19.95584  0.00

- Molecular weight: 360.85 g/mol
- LUMO (spin up / spin down): 0.1547 / 0.1544 Eh
- Gap between HOMO and LUMO (spin up / spin down): 1.3 / 7.0 eV
- Multiplicity: 2
- Highest occupied orbital energy (spin up / spin down): 0.107 / -0.102 Ha
- Total charge: -2
- ⟨S²⟩: 0.75

[2]
Here is C12H32CrF6O16S2 as an isolated structure from the Open Molecules 2025 dataset. Energies are from ωB97M-V/def2-TZVPD.

Last column: Löwdin spin population.
Atoms and positions in Å:
Cr: -1.33369 -1.80386 2.23108  4.58
C: 1.46052 -0.26339 -1.30681  0.01
F: 0.57791 -0.86844 -2.18327  0.00
F: 2.30500 -1.26002 -1.04895  0.00
F: 1.91391 0.93072 -1.87171  0.00
S: 0.52035 0.35120 0.23760  0.02
O: -0.48517 1.29635 -0.29969  0.00
O: -0.08879 -0.72815 0.97464  0.07
O: 1.51027 0.99527 1.12087  0.00
C: 0.78811 -5.17320 -0.10739  0.00
F: 1.98728 -4.76767 0.35159  0.00
F: 0.38435 -4.35527 -1.13140  0.00
F: 0.86948 -6.50391 -0.45522  0.00
S: -0.53690 -5.00827 1.26646  0.03
O: -1.65582 -5.80952 0.85726  0.00
O: 0.15176 -5.60647 2.41581  0.01
O: -0.78887 -3.59406 1.47371  0.08
C: -2.34638 3.94867 -1.79035  0.00
O: -2.78421 3.34811 -0.53055  0.00
H: -1.28884 4.10527 -1.57776  0.00
H: -2.43259 3.24248 -2.61616  0.00
H: -2.80253 4.86109 -2.17443  0.00
H: -2.32499 2.50728 -0.46957  0.00
C: 1.16044 4.37933 1.69616  0.00
O: 0.57262 4.27015 0.42273  0.00
H: 0.85051 3.60799 2.40121  0.00
H: 2.24201 4.51455 1.69417  0.00
H: 0.71999 5.32077 2.02448  0.00
H: 0.29043 3.35379 0.37530  0.00
C: -1.26280 1.99932 4.87878  0.00
C: -0.80470 1.24031 3.66416  0.01
O: -1.52303 -0.03942 3.78753  0.07
O: -2.71147 2.06739 4.78949  0.00
H: -0.84516 3.00591 4.85748  0.00
H: -0.95986 1.53751 5.81849  0.00
H: 0.27230 1.07382 3.64297  0.00
H: -1.07283 1.64133 2.68672  0.00
H: -2.22662 -0.00230 4.43959  0.01
H: -3.10323 2.26479 3.93559  0.00
C: 0.13188 -1.99926 -5.35442  0.00
C: -0.35407 -2.30526 -6.87087  0.00
O: -0.16089 -1.25780 -7.81975  0.00
O: -0.59284 -1.08325 -4.57885  0.00
H: 1.09159 -1.48625 -5.41668  0.00
H: 0.27971 -2.91322 -4.77917  0.00
H: -1.41310 -2.56196 -6.89640  0.00
H: 0.14494 -3.19889 -7.24570  0.00
H: -1.03753 -0.93919 -8.04691  0.00
H: 0.03545 -0.50149 -4.14480  0.00
C: -3.05476 -1.92011 -0.44265  0.01
C: -4.01663 -0.94980 -1.25202  0.00
O: -4.92070 -0.18848 -0.42640  0.00
O: -2.96201 -1.42821 0.87648  0.08
H: -2.06984 -2.01382 -0.90008  0.00
H: -3.43130 -2.94004 -0.36488  0.00
H: -4.60585 -1.35013 -2.07703  0.00
H: -3.38074 -0.18382 -1.69588  0.00
H: -5.74666 -0.17964 -0.91560  0.00
H: -3.80493 -1.01583 1.07904  0.01
C: 6.39809 0.92444 2.18968  0.00
C: 5.05656 1.57138 2.17049  0.00
O: 4.09150 0.60806 1.90724  0.00
O: 6.57303 0.24368 3.37478  0.00
H: 7.16136 1.69437 2.07687  0.00
H: 6.46603 0.21330 1.36641  0.00
H: 5.13283 2.24345 1.31574  0.00
H: 4.80722 2.10965 3.08492  0.00
H: 3.21653 0.99353 1.82098  0.00
H: 5.76641 -0.26505 3.48507  0.00

- Molecular weight: 662.49 g/mol
- LUMO (spin up / spin down): 0.0796 / 0.0774 Eh
- Gap between HOMO and LUMO (spin up / spin down): 5.3 / 8.9 eV
- Multiplicity: 6
- Highest occupied orbital energy (spin up / spin down): -0.115 / -0.251 Ha
- Total charge: -1
- ⟨S²⟩: 8.75

[3]
Here is a 2-piece molecular cluster, C12H32FN2O6P2S overall from the Open Molecules 2025 dataset. Energies are from ωB97M-V/def2-TZVPD.

Last column: natural (NBO) charge in e.
Atoms and positions in Å:
N: 5.47154 -0.85725 -0.97618  -0.85
C: 4.11530 -0.49547 -1.50444  -0.53
P: 3.48538 1.27419 -1.01358  1.39
C: 2.98398 3.11588 -0.97480  -0.70
C: 3.25522 3.87222 0.36788  -0.45
C: 4.71911 4.44749 0.45688  0.04
F: 4.75645 5.83519 0.37684  -0.39
O: 4.65137 1.36679 0.26142  -0.81
C: 4.19234 0.93538 1.51765  -0.08
C: 2.85029 0.12658 1.19463  -0.24
P: 1.74081 -0.11125 2.70003  1.73
O: 2.36919 -1.39469 3.58177  -0.97
O: 1.75103 1.29602 3.61622  -0.96
S: -0.06849 -0.46921 2.08293  -0.60
O: 2.23014 0.71428 0.08969  -0.78
H: 5.50595 -1.87756 -0.89873  0.33
H: 6.14209 -0.66810 -1.71875  0.34
H: 3.32472 -1.22133 -1.19450  0.17
H: 4.19663 -0.51829 -2.62193  0.17
H: 4.55464 1.72029 -1.91631  -0.22
H: 2.52577 1.15912 -2.11155  -0.18
H: 1.87249 3.14452 -1.12417  0.20
H: 3.40946 3.64405 -1.85635  0.20
H: 2.59926 4.78264 0.36320  0.20
H: 2.96913 3.30727 1.27454  0.20
H: 5.29828 3.97196 -0.36402  0.17
H: 5.16193 4.06187 1.40378  0.15
H: 3.97459 1.75462 2.25826  0.13
H: 5.01561 0.36753 2.00788  0.17
H: 3.21272 -0.92048 1.02930  0.18
H: 3.32696 -1.43917 3.46353  0.49
H: 2.59732 1.41729 4.06394  0.49
C: -3.51345 0.45554 0.67474  -0.25
O: -3.26347 -0.93697 0.76279  -0.55
C: -4.22358 -1.63156 1.54726  -0.07
C: -5.05777 -2.55446 0.67153  -0.24
N: -5.95417 -1.79149 -0.19517  -0.63
C: -6.59612 -2.59720 -1.23326  -0.25
C: -5.69261 -3.22754 -2.29824  -0.08
O: -5.06756 -2.28751 -3.15564  -0.55
C: -3.84506 -1.75215 -2.66673  -0.25
H: -2.66076 0.91951 0.17930  0.21
H: -4.40897 0.65825 0.07642  0.15
H: -3.62174 0.90009 1.66765  0.17
H: -4.85385 -0.94830 2.12402  0.17
H: -3.66293 -2.24409 2.25979  0.19
H: -5.65373 -3.21611 1.30798  0.18
H: -4.36492 -3.17051 0.08679  0.17
H: -5.42425 -1.05691 -0.64557  0.36
H: -7.30132 -1.93651 -1.74563  0.20
H: -7.18750 -3.38355 -0.75417  0.18
H: -6.33592 -3.83264 -2.94483  0.18
H: -4.95745 -3.91873 -1.87234  0.16
H: -3.29623 -2.46491 -2.04710  0.18
H: -4.02412 -0.83005 -2.10925  0.16
H: -3.22373 -1.49457 -3.52541  0.19

- Molecular weight: 413.41 g/mol
- LUMO: 0.0928 Eh
- Gap between HOMO and LUMO: 6.5 eV
- Highest occupied orbital energy: -0.146 Ha
- Total charge: -1

[4]
Here is C12H32FNNbOP as an isolated structure from the Open Molecules 2025 dataset. Energies are from ωB97M-V/def2-TZVPD.

Last column: natural (NBO) charge in e.
Atoms and positions in Å:
C: 0.78811 1.84438 -3.04800  -0.64
C: -0.19682 0.67786 -2.75881  0.22
F: -0.41022 0.03255 -3.97450  -0.37
C: -1.52343 1.09813 -2.06203  -1.02
Nb: -3.33294 -0.25447 -2.53637  1.56
P: -5.00119 1.68417 -2.10000  0.50
C: -6.69522 1.30611 -2.84017  -0.94
O: -4.47356 3.05160 -3.03067  -0.97
H: 0.44182 2.54914 -3.82556  0.22
H: 1.08578 2.39179 -2.12450  0.19
H: 1.73278 1.38791 -3.43762  0.20
H: 0.32012 -0.01909 -2.05465  0.12
H: -1.33501 0.98032 -0.96025  0.20
H: -1.79469 2.16478 -2.22658  0.24
H: -3.46757 -0.77132 -0.75960  -0.49
H: -4.74910 -1.39008 -2.85191  -0.38
H: -3.34830 0.21964 -4.29308  -0.39
H: -2.25622 -1.66669 -2.90845  -0.37
H: -7.12060 0.36579 -2.45212  0.25
H: -6.56443 1.27381 -3.94627  0.23
H: -7.35507 2.18965 -2.64671  0.20
H: -5.29089 3.53299 -3.19479  0.47
C: 4.88688 0.05843 2.95364  -0.62
C: 4.53544 -1.02178 1.93686  -0.43
C: 3.14698 -0.93631 1.31961  -0.21
N: 1.97633 -1.25298 2.24248  -0.22
C: 2.32400 -2.23705 3.31828  -0.40
C: 1.40744 0.02525 2.86238  -0.21
C: 0.31365 0.45713 1.91091  -0.43
C: -0.34276 -0.85489 1.53551  -0.44
C: 0.80973 -1.83417 1.40415  -0.20
H: 4.19788 0.08301 3.79965  0.19
H: 5.88454 -0.12370 3.35438  0.23
H: 4.89351 1.04604 2.48763  0.22
H: 4.70505 -2.00989 2.37012  0.21
H: 5.25298 -0.94485 1.11555  0.24
H: 3.10976 -1.66534 0.51102  0.23
H: 2.96197 0.04846 0.88780  0.23
H: 3.03991 -1.78664 4.00130  0.23
H: 2.73121 -3.13130 2.84815  0.23
H: 1.41410 -2.48234 3.86263  0.23
H: 0.99407 -0.23252 3.83820  0.22
H: 2.20087 0.76015 2.97877  0.23
H: 0.73722 0.94368 1.02787  0.22
H: -0.38567 1.15272 2.37286  0.26
H: -0.91255 -0.78218 0.61728  0.29
H: -1.02482 -1.18159 2.32382  0.22
H: 1.13188 -1.92415 0.36869  0.23
H: 0.55704 -2.82217 1.78311  0.23

- Molecular weight: 349.27 g/mol
- LUMO: -0.0239 Eh
- Gap between HOMO and LUMO: 4.9 eV
- Highest occupied orbital energy: -0.206 Ha

molecular weight of number 3 (C12H32FN2O6P2S)?
413.41 g/mol